1.
Entry from the OMol25 dataset: a 7-piece molecular cluster, C56H120N6O7 overall in a non-equilibrium geometry (ωB97M-V with the def2-TZVPD basis set).

Results
ΔE to the lowest compared entry with this formula, charge and spin = 137.2 kcal/mol
calculated total energy = -83278.884 eV
Kohn-Sham gap = 8.28 eV
HOMO = -0.2932 Eh
maximum force = 3.80 eV/A

Atoms and positions in Å:
1 C 2.8268 6.4694 5.1051
2 C 4.2617 6.0062 5.4043
3 C 4.9664 5.6766 4.1380
4 C 5.4000 6.9076 3.3375
5 C 6.3053 7.8039 4.2141
6 C 5.6135 8.1507 5.5722
7 N 5.0207 6.9962 6.2901
8 O 4.3409 7.4211 7.4557
9 C 6.8111 8.6764 6.4194
10 C 4.5902 9.3076 5.2775
11 C 4.2519 4.6469 6.2129
12 H 2.8880 7.4737 4.6857
13 H 2.1654 6.5308 5.9693
14 H 2.2826 5.8730 4.3728
15 H 5.8839 5.2088 4.4949
16 H 4.3704 4.9421 3.5964
17 H 4.4889 7.4454 3.0754
18 H 5.9991 6.5639 2.4943
19 H 6.4884 8.6010 3.4935
20 H 7.2736 7.3251 4.3592
21 H 7.4164 7.8050 6.6691
22 H 7.4567 9.3141 5.8156
23 H 6.4073 9.2190 7.2742
24 H 3.9828 9.2536 4.3741
25 H 3.8742 9.4828 6.0804
26 H 5.2078 10.2021 5.1964
27 H 3.7003 4.6631 7.1529
28 H 5.2893 4.3649 6.3928
29 H 3.7947 3.8109 5.6836
30 H 4.9416 7.2539 8.1857
31 C -7.3183 -6.5810 -1.4782
32 C -7.8704 -6.1511 -2.8821
33 C -7.8632 -4.5933 -2.9406
34 C -6.5273 -3.9810 -3.2794
35 C -5.8586 -4.6437 -4.5618
36 C -5.6886 -6.1887 -4.3806
37 N -7.0419 -6.7663 -3.9708
38 O -7.0723 -8.1402 -4.0031
39 C -5.2890 -6.7995 -5.7365
40 C -4.5928 -6.5187 -3.3547
41 C -9.3210 -6.6529 -3.0674
42 H -7.6677 -7.5861 -1.2423
43 H -7.5476 -5.8927 -0.6647
44 H -6.2458 -6.7718 -1.5139
45 H -8.5865 -4.1212 -3.6055
46 H -8.2062 -4.1099 -2.0258
47 H -5.7805 -3.9989 -2.4857
48 H -6.6522 -2.9092 -3.4335
49 H -4.9164 -4.1374 -4.7716
50 H -6.4995 -4.4054 -5.4106
51 H -6.1898 -7.1543 -6.2373
52 H -4.7499 -6.1471 -6.4234
53 H -4.6990 -7.7083 -5.6181
54 H -4.5168 -7.5975 -3.2192
55 H -3.5769 -6.2992 -3.6832
56 H -4.6691 -5.9497 -2.4282
57 H -9.3624 -7.7359 -3.1833
58 H -9.7683 -6.2355 -3.9695
59 H -9.9714 -6.4673 -2.2127
60 H -7.4299 -8.3352 -4.8724
61 C 0.9655 9.4451 -4.5783
62 C -0.3822 9.1393 -5.2368
63 C -0.6186 7.6204 -5.5131
64 C -0.7600 6.7719 -4.2207
65 C -2.0476 7.2096 -3.4969
66 C -2.1151 8.7850 -3.3215
67 N -1.5587 9.5939 -4.4675
68 O -1.6566 10.9572 -4.3558
69 C -3.6431 9.1243 -3.0446
70 C -1.3523 9.0712 -1.9780
71 C -0.5067 9.7503 -6.6161
72 H 1.6865 9.1633 -5.3457
73 H 1.2857 8.8041 -3.7569
74 H 1.0216 10.5023 -4.3189
75 H -1.4781 7.5785 -6.1821
76 H 0.2355 7.2510 -6.0806
77 H 0.1116 6.7906 -3.5664
78 H -0.8288 5.7118 -4.4646
79 H -2.0446 6.7512 -2.5080
80 H -2.8865 6.7623 -4.0301
81 H -3.6551 10.1962 -2.8468
82 H -4.2619 8.9591 -3.9266
83 H -4.1084 8.5418 -2.2495
84 H -0.2786 9.0019 -2.1530
85 H -1.5400 10.1126 -1.7167
86 H -1.6192 8.5430 -1.0627
87 H -1.4502 9.9280 -7.1321
88 H -0.0106 9.1709 -7.3948
89 H -0.1502 10.7796 -6.6553
90 H -1.0160 11.0889 -3.6530
91 C 6.9486 -2.6592 2.7562
92 C 8.3095 -2.9389 3.4916
93 C 7.9956 -3.7568 4.7716
94 C 7.7533 -5.2973 4.4787
95 C 9.1230 -5.8800 3.9534
96 C 9.5027 -5.1496 2.6707
97 N 9.3052 -3.6773 2.6448
98 O 9.6866 -3.0255 1.4645
99 C 11.0796 -5.3777 2.5273
100 C 8.6698 -5.8748 1.5630
101 C 9.0509 -1.7157 4.0656
102 H 7.1763 -2.2004 1.7940
103 H 6.2891 -1.9450 3.2491
104 H 6.4065 -3.5764 2.5258
105 H 8.5959 -3.5765 5.6634
106 H 6.9769 -3.5790 5.1163
107 H 6.8912 -5.4097 3.8212
108 H 7.6086 -5.8282 5.4196
109 H 8.9358 -6.9342 3.7493
110 H 9.8704 -5.9526 4.7434
111 H 11.5949 -4.7248 3.2318
112 H 11.5038 -6.3740 2.6525
113 H 11.4328 -5.1056 1.5327
114 H 8.8194 -6.9544 1.5494
115 H 7.6266 -5.7009 1.8270
116 H 8.8951 -5.4322 0.5927
117 H 10.0000 -1.9138 4.5637
118 H 8.4013 -1.1570 4.7393
119 H 9.3608 -1.0684 3.2452
120 H 10.4953 -2.5840 1.7340
121 C -7.7935 -1.8926 4.4668
122 C -9.2435 -1.6462 4.9122
123 C -9.9563 -0.7994 3.9095
124 C -11.5171 -0.7494 4.0899
125 C -12.0368 -2.1500 3.9161
126 C -11.3689 -3.1233 4.9940
127 N -9.9113 -2.9689 5.0165
128 O -9.2966 -3.8717 5.8434
129 C -12.0729 -2.9430 6.3320
130 C -11.5772 -4.5150 4.4135
131 C -9.2787 -0.7869 6.1857
132 H -7.3031 -0.9863 4.1116
133 H -7.6512 -2.4940 3.5689
134 H -7.1546 -2.4051 5.1861
135 H -9.5338 0.2013 3.9993
136 H -9.7175 -1.2224 2.9337
137 H -12.0511 0.0094 3.5178
138 H -11.7658 -0.3292 5.0644
139 H -11.9132 -2.5688 2.9173
140 H -13.1009 -2.1034 4.1474
141 H -11.9353 -1.9806 6.8249
142 H -13.1558 -3.0469 6.2636
143 H -11.7429 -3.5896 7.1451
144 H -11.1692 -5.2921 5.0598
145 H -12.6388 -4.7593 4.3763
146 H -11.1967 -4.5145 3.3921
147 H -8.5883 0.0472 6.0608
148 H -8.9731 -1.4421 7.0014
149 H -10.2834 -0.4168 6.3902
150 H -8.9448 -4.4951 5.2036
151 C 3.9221 -6.1177 -6.1004
152 C 4.4347 -4.7070 -5.6367
153 C 5.8696 -4.6802 -6.0870
154 C 6.6337 -3.3251 -5.9718
155 C 5.8706 -2.2091 -6.7247
156 C 4.3645 -2.2696 -6.4850
157 N 3.7674 -3.6627 -6.4455
158 O 2.4068 -3.7568 -6.4736
159 C 4.0363 -1.5211 -5.1359
160 C 3.8099 -1.4398 -7.6625
161 C 4.2703 -4.6103 -4.1303
162 H 3.9020 -6.1789 -7.1885
163 H 2.9573 -6.3536 -5.6515
164 H 4.4693 -6.9550 -5.6673
165 H 6.4267 -5.4115 -5.5013
166 H 5.9971 -5.0538 -7.1030
167 H 7.6284 -3.3854 -6.4135
168 H 6.7545 -3.1274 -4.9067
169 H 6.1281 -2.2862 -7.7811
170 H 6.2309 -1.2479 -6.3582
171 H 4.2699 -0.4636 -5.2600
172 H 2.9622 -1.6096 -4.9732
173 H 4.6663 -1.8797 -4.3219
174 H 3.9819 -1.8737 -8.6475
175 H 2.7330 -1.2816 -7.7207
176 H 4.2023 -0.4237 -7.7039
177 H 3.2871 -4.5868 -3.6603
178 H 4.8110 -3.7840 -3.6688
179 H 4.6873 -5.5315 -3.7234
180 H 2.2151 -3.7178 -5.5338
181 C -0.1461 0.8094 1.2213
182 C -0.5030 -0.5466 0.7961
183 O 0.6074 -1.1429 0.1980
184 H -1.0960 1.2665 1.4983
185 H 0.1379 1.5088 0.4350
186 H 0.5676 0.8405 2.0446
187 H -1.3871 -0.5569 0.1586
188 H -0.6579 -1.1406 1.6968
189 H 1.1900 -1.3044 0.9437

Forces on atoms 1 to 6 (eV/Å):
C -0.17 0.70 0.04
C -1.93 -0.81 2.96
C 1.66 0.67 -0.02
C 0.07 -0.93 1.01
C -1.50 -1.55 -0.75
C 0.32 1.50 -0.71

2.
Entry from the OMol25 dataset: a 19-piece molecular cluster, C25H34BCl54N4O5 overall in a non-equilibrium geometry (ωB97M-V with the def2-TZVPD basis set).

Results
calculated total energy = -719565.626 eV
Kohn-Sham gap = 6.40 eV
HOMO = -0.1910 Eh
net charge = -1
maximum force = 1.28 eV/A

Atoms and positions in Å:
1 N -4.2795 -0.2859 2.1936
2 C -3.5047 0.7149 2.1093
3 N -2.1157 0.5067 2.0275
4 N -3.8967 2.0979 2.1206
5 C -4.9315 2.4770 1.1578
6 C -4.4193 2.6993 -0.2583
7 C -4.1504 1.4186 -1.0532
8 C -4.1829 1.6774 -2.5686
9 C -2.8601 2.1058 -3.2306
10 N -1.7132 2.0561 -2.3479
11 O -1.6916 3.2952 -1.6324
12 B -0.4676 3.7634 -1.2409
13 O 0.5126 2.9421 -0.6638
14 O -0.2280 5.0982 -1.3666
15 C -2.9685 3.4778 -3.9769
16 O -1.8883 4.0647 -4.2083
17 O -4.1193 3.8467 -4.3062
18 H -5.2433 0.0402 2.2403
19 H -1.6352 1.3905 2.1222
20 H -1.8712 0.0670 1.1500
21 H -4.1232 2.4076 3.0548
22 H -5.3470 3.4232 1.5108
23 H -5.7799 1.7837 1.1381
24 H -5.1649 3.2932 -0.7796
25 H -3.5075 3.2896 -0.1809
26 H -3.2355 0.9240 -0.7310
27 H -4.9730 0.7269 -0.8378
28 H -4.9380 2.4346 -2.7602
29 H -4.5454 0.7721 -3.0603
30 H -2.6393 1.3886 -4.0250
31 H -0.8792 1.9642 -2.9152
32 H 1.2034 2.7651 -1.3098
33 H -1.0450 5.5067 -1.6800
34 C 1.2809 0.9593 4.1234
35 Cl 1.3317 1.6106 2.4913
36 Cl 0.0399 1.7690 5.0853
37 Cl 0.9974 -0.7829 4.0757
38 H 2.2376 1.1376 4.5956
39 C 2.6155 -4.2253 3.0558
40 Cl 3.3409 -4.7210 4.5880
41 Cl 2.8700 -5.4519 1.8117
42 Cl 0.8967 -3.8988 3.2691
43 H 3.0969 -3.3103 2.7349
44 C 1.6469 -0.8847 -1.7288
45 Cl 1.5966 -0.3373 -3.4147
46 Cl 0.4815 -0.0136 -0.7593
47 Cl 1.3768 -2.6322 -1.6355
48 H 2.6361 -0.6788 -1.3408
49 C -4.6450 6.2177 -6.4333
50 Cl -6.2582 6.7077 -6.9934
51 Cl -4.0455 4.8491 -7.3270
52 Cl -3.5275 7.5891 -6.5156
53 H -4.7219 5.9028 -5.3972
54 C -7.3455 6.0949 -2.0324
55 Cl -6.9861 5.9322 -0.3119
56 Cl -7.2955 4.5541 -2.8796
57 Cl -8.9223 6.8810 -2.2456
58 H -6.5942 6.7373 -2.4716
59 C 0.3145 -7.2489 4.4331
60 Cl 1.0883 -7.5898 5.9896
61 Cl 0.6008 -8.5603 3.2921
62 Cl -1.4081 -6.9696 4.6641
63 H 0.7532 -6.3464 4.0285
64 C -9.5952 2.0697 -0.5865
65 Cl -8.0165 1.8206 0.1629
66 Cl -10.8860 1.4422 0.4518
67 Cl -9.9013 3.7547 -1.0025
68 H -9.6023 1.4977 -1.5045
69 C 5.0850 -2.3726 -2.4306
70 Cl 4.7041 -2.7002 -0.7428
71 Cl 4.9186 -0.6513 -2.7934
72 Cl 6.7103 -2.9266 -2.8332
73 H 4.3775 -2.9192 -3.0434
74 C 4.0285 -8.1327 7.2481
75 Cl 5.5177 -8.7947 6.5632
76 Cl 3.4914 -9.0930 8.6258
77 Cl 4.2552 -6.4459 7.7024
78 H 3.2621 -8.1765 6.4862
79 C 7.8094 -5.7332 6.7377
80 Cl 9.2548 -6.3340 5.9134
81 Cl 8.2528 -4.6809 8.0846
82 Cl 6.7545 -4.8969 5.6103
83 H 7.2742 -6.5850 7.1376
84 C 1.9993 -3.6636 -4.9823
85 Cl 0.5813 -4.1798 -5.8886
86 Cl 2.7970 -5.0434 -4.2147
87 Cl 3.1371 -2.7910 -6.0128
88 H 1.6730 -2.9923 -4.1996
89 C -1.3041 -5.5364 -0.7138
90 Cl -1.6345 -5.8500 0.9903
91 Cl -1.5369 -3.8378 -1.0916
92 Cl 0.3387 -6.0497 -1.1349
93 H -1.9967 -6.1196 -1.3051
94 C 6.7351 -1.8573 2.9528
95 Cl 6.8179 -3.4355 2.1715
96 Cl 5.0510 -1.3611 3.1819
97 Cl 7.5829 -1.8929 4.4945
98 H 7.2057 -1.1258 2.3061
99 C -2.3675 8.1037 -0.7774
100 Cl -2.2912 6.9647 0.5686
101 Cl -2.8362 7.2906 -2.2698
102 Cl -3.4722 9.4357 -0.4064
103 H -1.3799 8.5207 -0.9206
104 C 7.8042 2.1844 0.6509
105 Cl 7.7949 1.1730 2.1041
106 Cl 7.3346 1.2456 -0.7642
107 Cl 6.7502 3.5773 0.8625
108 H 8.8141 2.5418 0.5025
109 C 12.1100 -8.2278 4.5160
110 Cl 10.8744 -8.5570 3.3027
111 Cl 12.6564 -9.7220 5.2792
112 Cl 13.4682 -7.3513 3.8102
113 H 11.6734 -7.6038 5.2840
114 C -12.5196 8.9295 -1.3657
115 Cl -11.7463 8.2170 0.0482
116 Cl -12.3497 10.6872 -1.3579
117 Cl -11.8663 8.2415 -2.8510
118 H -13.5748 8.6967 -1.3247
119 C 6.5565 -1.2942 -7.9923
120 Cl 6.3230 -1.6633 -6.2853
121 Cl 6.2694 0.4155 -8.3118
122 Cl 8.1728 -1.7682 -8.5239
123 H 5.8367 -1.8671 -8.5617

Forces on atoms 1 to 6 (eV/Å):
N -0.05 0.16 -0.17
C 0.15 -0.27 0.24
N -0.28 0.37 0.02
N 0.22 -0.04 -0.03
C -0.14 0.48 0.05
C 0.41 -0.33 0.47

3.
Entry from the OMol25 dataset: C54H45HoIN10OS3Se as an isolated structure in a non-equilibrium geometry (ωB97M-V with the def2-TZVPD basis set).

Results
multiplicity = 5
ΔE to the lowest compared entry with this formula, charge and spin = 0.0 kcal/mol
calculated total energy = -205400.419 eV
Kohn-Sham gap (alpha / beta) = 7.20 / 7.20 eV
<S²> = 6.003
HOMO (alpha / beta) = -0.5546 / -0.5547 Eh
net charge = +3
maximum force = 5.65 eV/A

Atoms and positions in Å:
1 Ho -1.2560 -2.1928 -0.3858
2 N -0.8425 -0.3702 -1.6993
3 S -0.6978 0.9827 -2.2756
4 N -0.6324 2.3140 -1.3744
5 S -0.1482 2.6088 0.1197
6 N -0.0265 1.7183 1.4225
7 S -0.2466 0.2618 1.9919
8 N -0.7096 -0.9140 1.1927
9 C 1.3176 -0.0547 2.8033
10 C 1.8678 -1.3103 2.8633
11 C 2.9568 -1.5682 3.7210
12 C 3.5555 -0.5270 4.4285
13 C 3.0385 0.7688 4.2681
14 C 1.8913 0.9885 3.5267
15 C -1.2415 0.4752 3.5040
16 C -2.3901 1.2836 3.4785
17 C -3.0958 1.4844 4.6878
18 C -2.7394 0.8184 5.8411
19 C -1.6232 -0.0287 5.8478
20 C -0.9125 -0.2538 4.6675
21 C 1.4052 3.3738 -0.2298
22 C 2.6174 2.9231 0.3118
23 C 3.7948 3.5301 -0.1004
24 C 3.7937 4.4672 -1.1414
25 C 2.5817 4.9410 -1.6115
26 C 1.3534 4.4112 -1.1391
27 C -1.1732 3.9978 0.6261
28 C -2.5273 3.8267 0.4318
29 C -3.3895 4.8727 0.8294
30 C -2.8718 6.0123 1.5030
31 C -1.5067 6.0916 1.7320
32 C -0.6541 5.0814 1.2868
33 C 0.8256 1.1921 -3.2972
34 C 2.0616 0.6536 -2.8607
35 C 3.1168 0.4666 -3.7492
36 C 3.0514 0.9367 -5.0384
37 C 1.8268 1.3991 -5.5212
38 C 0.7308 1.5242 -4.6414
39 C -1.9837 1.5424 -3.3448
40 C -2.1394 2.9279 -3.5355
41 C -3.1696 3.3710 -4.3651
42 C -4.0874 2.4723 -4.8958
43 C -3.9583 1.1150 -4.6654
44 C -2.8332 0.6194 -3.9463
45 H 1.3342 -2.1136 2.3501
46 H 3.3407 -2.5827 3.7843
47 H 4.4406 -0.7450 5.0151
48 H 3.4960 1.6070 4.8340
49 H 1.4544 1.9607 3.4829
50 H -2.7303 1.6767 2.5320
51 H -3.9714 2.1401 4.7319
52 H -3.3602 0.9264 6.7484
53 H -1.2795 -0.5263 6.7691
54 H -0.0980 -0.9866 4.6471
55 H 2.6237 2.1031 1.0410
56 H 4.7243 3.1979 0.3864
57 H 4.7766 4.7951 -1.5103
58 H 2.5164 5.7801 -2.3028
59 H 0.3809 4.7666 -1.4700
60 H -2.9244 2.9273 -0.0511
61 H -4.4314 4.8082 0.6425
62 H -3.5430 6.7986 1.8661
63 H -1.0732 6.9294 2.2921
64 H 0.3963 5.1464 1.5338
65 H 2.1474 0.3439 -1.8243
66 H 4.0657 0.0606 -3.3656
67 H 3.9113 0.8490 -5.7343
68 H 1.6529 1.7088 -6.5687
69 H -0.1790 1.9005 -5.0701
70 H -1.4847 3.7150 -3.0938
71 H -3.2570 4.4638 -4.4736
72 H -4.9165 2.8466 -5.4767
73 H -4.7102 0.4175 -5.0414
74 H -2.6172 -0.4486 -3.9367
75 Se 0.2138 -4.8976 1.5449
76 N -1.3211 -4.4335 0.4744
77 C -2.2950 -5.2494 0.8926
78 C -3.5743 -5.3333 0.3574
79 C -4.5292 -6.0988 0.9881
80 C -4.3494 -6.6170 2.2855
81 C -3.1406 -6.5949 2.8947
82 C -2.1099 -5.9178 2.1815
83 N -0.8024 -5.8715 2.5814
84 H -3.8102 -4.7903 -0.5424
85 H -5.4065 -6.3348 0.3914
86 H -5.1965 -7.0321 2.7833
87 H -2.9277 -7.0289 3.8593
88 N -5.0048 -0.6855 -1.3635
89 C -4.5423 -1.6864 -0.6248
90 O -3.3946 -2.2258 -0.8968
91 C -5.3379 -2.1664 0.5499
92 I -4.0315 -2.1135 2.3385
93 H -4.4242 -0.3668 -2.0989
94 H -5.9580 -0.3749 -1.3224
95 H -5.5925 -3.2357 0.4522
96 H -6.2035 -1.5609 0.8101
97 N 9.2652 -0.8238 -0.3021
98 C 8.1786 -1.2162 -0.5584
99 C 6.8839 -1.6968 -0.7538
100 C 6.6460 -2.7426 -1.6458
101 C 5.3550 -3.1799 -1.8291
102 C 4.3095 -2.6987 -1.0838
103 C 4.5411 -1.5817 -0.2317
104 C 5.8324 -1.1179 -0.0478
105 N 2.9756 -3.0948 -1.3326
106 C 2.4764 -4.2473 -2.0130
107 C 1.1501 -4.1893 -1.8763
108 N 0.7777 -3.0470 -1.1955
109 C 1.9078 -2.4478 -0.8529
110 H 7.4369 -3.1970 -2.2497
111 H 5.1663 -3.9571 -2.6175
112 H 3.7308 -1.0856 0.3056
113 H 6.0047 -0.2243 0.5725
114 H 3.0817 -5.0145 -2.5164
115 H 0.4171 -4.9153 -2.1433
116 H 1.9860 -1.6066 -0.1690

Forces on atoms 1 to 6 (eV/Å):
Ho -0.07 0.56 -0.82
N -0.17 0.96 -0.47
S 1.61 -1.27 -0.37
N -0.40 -0.05 3.13
S 0.05 0.45 -0.77
N -0.17 1.06 -1.71

What is the formula in the first record? C56H120N6O7

The highest maximum force belongs to which entry? C54H45HoIN10OS3Se

Look up the maximum force of the first one. 3.80 eV/A

Among the records above, which one has the lowest maximum force? C25H34BCl54N4O5